No. 1
Entry from the OMol25 dataset: a structure of composition C37H39BrF5IN3O5PTeV in a non-equilibrium geometry (the ωB97M-V functional and the def2-TZVPD basis).

```
94
Properties=species:S:1:pos:R:3:lowdin_charge:R:1
V 1.5691 -0.0386 -0.7641 1.15
C -2.0592 -4.1668 -0.8855 -0.10
N -2.2674 -2.7413 -0.9340 -0.22
C -2.1811 -1.9972 0.3235 -0.20
C -1.2081 -2.3216 1.4677 -0.16
C 0.3226 -2.1975 1.1130 -0.11
N 0.9220 -0.7659 0.9501 -0.07
C 0.8176 -0.0622 2.0242 -0.06
C 1.7156 1.0202 2.4555 -0.10
C 2.1967 1.1025 3.7972 -0.03
C 3.4718 1.6715 4.0895 -0.08
C 4.1046 2.3756 3.0353 -0.07
C 3.5432 2.5608 1.8022 0.00
C 2.4524 1.7754 1.4185 -0.33
O 2.2626 1.6692 0.1514 -0.14
C -2.7042 -2.0192 -2.1621 -0.14
C -1.5966 -1.7929 -3.2362 -0.13
C -0.6650 -0.5474 -3.2098 -0.15
N 0.5967 -0.9333 -2.4403 0.00
C 1.3431 -1.5620 -3.3171 -0.09
C 2.5172 -2.3814 -3.1580 -0.11
C 3.2144 -3.0183 -4.1961 -0.02
C 4.3235 -3.7774 -3.8534 -0.10
C 4.7557 -3.9227 -2.5608 -0.06
C 4.0919 -3.3050 -1.4995 0.01
C 3.0570 -2.4224 -1.7938 -0.33
O 2.6741 -1.6230 -0.8769 -0.14
H -2.6748 -4.6075 -0.0880 0.08
H -1.0036 -4.4083 -0.6252 0.08
H -2.3695 -4.6993 -1.8167 0.10
H -1.9688 -0.8959 0.2013 0.11
H -3.2170 -2.0456 0.7972 0.13
H -1.3397 -3.3434 1.9163 0.12
H -1.3411 -1.6522 2.2856 0.06
H 0.5262 -2.6634 0.1367 0.09
H 0.9036 -2.6482 1.9468 0.13
H -0.0570 -0.1574 2.6674 0.11
H 1.5881 0.7843 4.6635 0.11
H 3.7804 1.6882 5.1510 0.10
H 5.0371 2.8563 3.3414 0.11
H 3.9693 3.1311 0.9965 0.12
H -3.1636 -1.1063 -1.7606 0.10
H -3.5014 -2.5173 -2.6818 0.10
H -2.1090 -1.7488 -4.1702 0.09
H -0.9841 -2.6957 -3.2763 0.11
H -1.1671 0.2715 -2.7458 0.06
H -0.4656 -0.2152 -4.2696 0.13
H 1.1468 -1.4290 -4.3862 0.14
H 2.8809 -2.8691 -5.2296 0.12
H 4.9110 -4.2507 -4.6459 0.11
H 5.5911 -4.6119 -2.3516 0.12
H 4.4357 -3.3376 -0.4859 0.12
F 1.8830 1.7721 -3.8591 0.04
C 2.9037 1.8499 -2.9123 -0.20
C 3.0980 0.8352 -2.0477 -0.03
C 4.3836 0.8214 -1.3971 -0.19
F 4.8017 -0.2328 -0.6347 0.07
C 5.3039 1.8426 -1.5618 -0.15
F 6.4582 1.8338 -0.9146 0.12
C 4.8766 3.0378 -2.2540 -0.12
F 5.3929 4.2355 -1.9859 0.12
C 3.7153 2.9807 -2.9894 -0.11
F 3.2472 4.0699 -3.6918 0.08
C -4.9256 1.3779 -1.8031 -0.06
C -3.8735 1.4996 -0.6928 -0.25
O -2.5868 1.7784 -1.3026 -0.33
P -1.0614 2.2181 -0.8878 0.12
O -0.3588 0.9633 -0.5848 -0.41
Te -1.0895 4.0261 0.8645 0.17
O -0.5198 2.6855 -2.2767 -0.30
C -1.0343 3.5755 -3.2609 -0.28
C -0.0579 4.6934 -3.3713 -0.08
H -5.7699 0.9185 -1.3137 0.07
H -4.5376 0.8060 -2.6631 0.08
H -5.1935 2.3909 -2.0140 0.07
H -3.7208 0.5783 -0.1570 0.09
H -4.1267 2.3655 -0.1169 0.09
H -2.0720 3.9073 -3.0230 0.13
H -1.0779 2.9998 -4.1722 0.11
H -0.4250 5.4681 -4.0842 0.09
H 0.9572 4.4409 -3.7959 0.07
H 0.0949 5.1913 -2.3952 0.08
Br -5.4835 2.4063 5.8375 0.65
C -4.8458 0.7868 6.6787 -0.71
C -5.4734 0.3253 7.8543 -0.13
C -4.9158 -0.7298 8.5657 -0.10
C -3.7531 -1.3378 8.1492 -0.10
C -3.1644 -0.9961 6.9423 -0.15
C -3.7005 0.0644 6.2366 -0.70
I -2.7005 1.0163 4.6148 0.82
H -6.3424 0.8496 8.2296 0.10
H -5.4170 -1.1144 9.4898 0.12
H -3.2673 -2.0869 8.7901 0.11
H -2.2993 -1.5217 6.5998 0.09
```

Properties
E_LUMO (alpha / beta) in eV: -2.517 / -1.595
HOMO (alpha / beta) in eV: -6.64 / -6.65
Total charge: 0
HOMO-LUMO gap (alpha / beta) in eV: 4.13 / 5.05
2S+1: 2
Maximum force in eV/Å: 4.838

***

No. 2
Entry from the OMol25 dataset: the ion C3F3O2 with charge -1 in a non-equilibrium geometry (the ωB97M-V functional and the def2-TZVPD basis).

```
8
Properties=species:S:1:pos:R:3:lowdin_charge:R:1
O 0.9552 -2.0844 0.7180 0.00
C 0.4789 -0.9695 0.9446 -0.71
F 1.1913 -0.1971 2.0293 -0.09
F -0.8479 -0.7936 1.2259 0.05
O 0.7081 -0.0048 -0.2325 0.04
C -0.2114 0.7033 -0.7220 -0.18
C -0.8661 1.1540 -1.6887 -0.12
F -1.4080 2.1920 -2.2745 0.00
```

Properties
Relative energy (zero: lowest compared OMol25 entry of this formula, charge and spin) in kcal/mol: 48.7
E_LUMO in eV: 3.790
HOMO in eV: -4.87
Total charge: -1
HOMO-LUMO gap in eV: 8.66
Maximum force in eV/Å: 3.078

***

No. 3
Entry from the OMol25 dataset: an isolated molecule of C18H23FN6O2 in a non-equilibrium geometry (the ωB97M-V functional and the def2-TZVPD basis).

```
50
Properties=species:S:1:pos:R:3:lowdin_charge:R:1
O -0.0750 0.7117 -1.3433 0.04
C -0.5745 -0.3913 -1.4837 -0.50
C 0.0760 -1.4595 -2.3455 -0.09
C 0.6852 -2.5796 -1.4877 -0.15
C 1.3675 -2.0964 -0.2027 -0.30
C 1.9855 -3.2820 0.5462 -0.17
C 2.6690 -2.8162 1.8296 -0.16
C 3.6818 -1.7162 1.5173 -0.14
N 3.0178 -0.6296 0.8173 -0.04
C 2.6910 0.4691 1.5252 -0.41
O 3.0664 0.6480 2.6694 0.06
C 1.8651 1.5666 0.8309 -0.02
N 1.0604 2.2244 1.8142 -0.10
C 1.3988 2.9971 2.8666 -0.13
N 0.3031 3.3195 3.5082 0.02
N -0.6919 2.7388 2.8541 -0.05
N -0.2652 2.0829 1.8545 0.04
C 2.4660 -1.0501 -0.4524 -0.10
N -1.6793 -0.7815 -0.8267 0.08
C -2.3901 0.1186 0.0635 -0.10
C -3.2098 1.1457 -0.6756 -0.14
C -3.1367 2.4911 -0.3413 -0.02
C -3.8888 3.4315 -1.0234 -0.08
C -4.7234 3.0441 -2.0585 -0.08
C -4.8123 1.7091 -2.4120 -0.01
C -4.0579 0.7866 -1.7144 -0.22
F -4.1556 -0.5246 -2.0635 0.05
H -0.6580 -1.8838 -3.0322 0.12
H 0.8526 -0.9728 -2.9363 0.12
H 1.4070 -3.1299 -2.0954 0.12
H -0.1002 -3.2816 -1.1986 0.12
H 0.6127 -1.6330 0.4427 0.15
H 1.2127 -4.0154 0.7836 0.12
H 2.7202 -3.7691 -0.1003 0.12
H 3.1733 -3.6520 2.3155 0.11
H 1.9235 -2.4198 2.5217 0.12
H 4.1136 -1.3147 2.4345 0.12
H 4.4819 -2.1021 0.8785 0.13
H 1.1735 1.2068 0.0682 0.08
H 2.5625 2.2837 0.3856 0.15
H 2.3959 3.2823 3.1188 0.12
H 2.0812 -0.1994 -1.0075 0.11
H 3.2763 -1.5011 -1.0361 0.14
H -2.1451 -1.6300 -1.1053 0.14
H -3.0369 -0.4863 0.7045 0.14
H -1.6577 0.6455 0.6833 0.09
H -2.4820 2.7886 0.4631 0.10
H -3.8196 4.4727 -0.7486 0.10
H -5.3063 3.7779 -2.5938 0.10
H -5.4540 1.3758 -3.2124 0.12
```

Properties
Relative energy (zero: lowest compared OMol25 entry of this formula, charge and spin) in kcal/mol: 48.6
E_LUMO in eV: 0.579
HOMO in eV: -9.18
Total charge: 0
HOMO-LUMO gap in eV: 9.76
Maximum force in eV/Å: 1.325

***

No. 4
Entry from the OMol25 dataset: a structure of composition C20H28F3HoO2 in a non-equilibrium geometry (the ωB97M-V functional and the def2-TZVPD basis).

```
54
Properties=species:S:1:pos:R:3:lowdin_charge:R:1
O 0.8541 -0.5764 -1.8629 -0.13
C 1.1760 0.4367 -2.9562 -0.11
C 0.8764 -0.4931 -4.1109 -0.09
H 2.2365 0.7415 -2.9177 0.13
H 0.5071 1.3063 -2.9446 0.10
C 0.7666 -1.5384 -2.9896 -0.58
H 1.6995 -0.6566 -4.8008 0.11
H -0.0431 -0.3166 -4.6812 0.12
C 1.9219 -2.5207 -3.0895 -0.02
H 2.8808 -2.0071 -3.2059 0.09
H 1.7607 -3.1289 -3.9923 0.10
H 1.9369 -3.1815 -2.2192 0.08
C -0.5617 -2.2599 -3.0367 -0.02
H -1.3960 -1.5557 -3.1718 0.09
H -0.6879 -2.8636 -2.1297 0.08
H -0.5525 -2.9408 -3.9016 0.10
Ho 0.1686 -0.5285 1.2117 1.59
C -1.5354 -0.9344 3.4184 -0.17
C -1.2989 0.4733 3.3718 -0.17
C -1.8848 0.9821 2.1731 -0.20
H -0.9336 1.0711 4.1781 0.09
C -2.4738 -0.1201 1.4681 -0.23
C -2.2290 -1.3076 2.2285 -0.22
H -2.6669 -2.2827 2.0184 0.10
H -1.3223 -1.5678 4.2726 0.11
H -2.0157 2.0334 1.9632 0.09
H -3.1068 -0.0395 0.5820 0.09
C 1.2319 -2.1218 2.8391 -0.20
C 0.4470 -2.8980 1.9479 -0.20
C 0.9501 -2.7138 0.6264 -0.24
H -0.3626 -3.5640 2.2492 0.11
C 2.0970 -1.8604 0.7182 -0.23
C 2.2455 -1.4770 2.0872 -0.22
H 3.0930 -0.9316 2.4910 0.11
H 1.1609 -2.1012 3.9275 0.12
H 0.5962 -3.2290 -0.2660 0.09
H 2.7687 -1.5700 -0.0869 0.11
O -0.3667 1.9875 -0.0123 -0.25
C -1.5271 2.0021 -0.9074 -0.18
C -2.2562 3.3174 -0.6480 -0.15
H -2.1378 1.0867 -0.8154 0.10
H -1.1210 2.0288 -1.9292 0.10
C -1.1760 4.2111 -0.0465 -0.15
H -3.0411 3.1271 0.0794 0.11
H -2.7043 3.7382 -1.5512 0.12
C 0.0931 3.3453 -0.0186 -0.17
H -1.4266 4.5202 0.9757 0.11
H -1.0217 5.1209 -0.6341 0.11
H 0.7796 3.5111 0.8427 0.14
H 0.6158 3.4864 -0.9860 0.12
F 0.9347 2.1221 3.8207 -0.02
C 1.4968 0.9912 3.2862 -0.52
F 1.8648 0.2306 4.3894 -0.02
F 2.6896 1.4155 2.7456 -0.03
```

Properties
Relative energy (zero: lowest compared OMol25 entry of this formula, charge and spin) in kcal/mol: 0.0
E_LUMO (alpha / beta) in eV: 0.256 / 0.255
HOMO (alpha / beta) in eV: -7.19 / -7.22
Total charge: 0
HOMO-LUMO gap (alpha / beta) in eV: 7.45 / 7.47
2S+1: 5
Maximum force in eV/Å: 5.129

***

No. 5
Entry from the OMol25 dataset: an isolated molecule of C12H15NO3 in a non-equilibrium geometry (the ωB97M-V functional and the def2-TZVPD basis).

```
31
Properties=species:S:1:pos:R:3:lowdin_charge:R:1
C -2.3494 0.7435 1.7731 0.00
C -1.2061 0.4400 0.7929 -0.32
C -1.5101 1.0401 -0.6164 -0.06
N -0.3778 0.7026 -1.5245 -0.13
C -0.3220 -0.7582 -1.7453 -0.07
C 0.0887 -1.4535 -0.4118 -0.29
C 0.2304 -3.0097 -0.5337 0.01
C -0.9709 -1.0512 0.5976 -0.24
O -1.7311 -1.8850 1.1287 0.11
C 1.3182 -0.7486 0.1236 -0.26
O 2.3092 -1.3899 0.4317 0.13
C 1.2736 0.7664 0.2051 -0.34
C 2.6096 1.3551 0.5910 -0.02
C 0.9038 1.3414 -1.1681 -0.07
C 0.1278 1.0624 1.2058 -0.24
O 0.2084 1.9439 2.0338 0.14
H -2.0672 0.2524 2.7137 0.11
H -3.2421 0.3305 1.3400 0.09
H -2.4523 1.7926 1.9455 0.08
H -1.6182 2.1345 -0.5578 0.14
H -2.4460 0.6721 -1.0293 0.14
H 0.3694 -1.0048 -2.5316 0.13
H -1.2715 -1.1640 -2.0765 0.14
H 0.5279 -3.4239 0.4123 0.09
H 0.9344 -3.2973 -1.3176 0.09
H -0.6819 -3.4427 -0.8439 0.07
H 2.8113 1.1648 1.6269 0.09
H 3.4433 0.9734 0.0108 0.09
H 2.6102 2.4539 0.4483 0.10
H 0.8382 2.4236 -1.0795 0.14
H 1.6423 1.0355 -1.9447 0.15
```

Properties
Relative energy (zero: lowest compared OMol25 entry of this formula, charge and spin) in kcal/mol: 39.2
E_LUMO in eV: -0.016
HOMO in eV: -9.13
Total charge: 0
HOMO-LUMO gap in eV: 9.11
Maximum force in eV/Å: 3.769

***

no.,DFT total energy (eV)
1,-187706.5621
2,-15356.8898
3,-34792.7796
4,-59237.7617
5,-20319.7239